Entry from the OMol25 dataset: C26H35BCrF4N5O2S2Si2 as an isolated structure at a distorted geometry (ωB97M-V with the def2-TZVPD basis set).

Last column: Löwdin charge in e.
Element x y z (Å)
C -0.709 4.108 -2.560  -0.040
F 1.558 2.823 0.665  0.037
H -2.301 -0.299 3.012  0.104
N 2.025 0.339 -1.848  0.047
H -3.077 1.681 -2.691  0.108
C -0.127 -2.091 -2.537  -0.158
N -0.110 2.245 -1.243  0.010
H 5.070 -0.886 -2.517  0.083
C 4.762 -0.650 0.491  -0.327
H 2.721 0.784 4.003  0.085
H -0.480 5.105 -2.909  0.110
H 1.300 -3.385 0.718  0.111
C -0.015 -2.631 3.740  -0.032
O 0.839 -1.103 0.566  -0.270
C 2.717 1.398 3.102  -0.058
H -3.100 2.980 0.385  0.044
H -1.490 -2.877 0.226  0.018
S 3.254 -0.181 -4.005  1.115
N 0.714 -1.144 1.932  -0.083
H -4.571 0.679 -0.482  0.034
Si -1.619 -1.308 -1.702  0.470
H -0.334 -1.795 4.350  0.107
H -2.329 -3.563 -1.153  0.042
H -1.497 2.948 1.160  0.037
B 1.685 4.065 1.408  -1.248
H -2.946 2.558 2.086  0.048
C 0.741 0.922 -3.936  -0.063
C -2.917 -1.104 -3.040  -0.169
H -4.289 -0.917 0.206  0.007
H 1.711 1.720 2.854  0.055
C -1.242 1.608 -1.572  -0.412
O -0.026 1.006 1.682  -0.267
Si -2.361 0.659 0.660  0.521
H -2.589 3.953 -3.586  0.110
H 0.105 -1.659 -3.511  0.022
C 3.299 0.643 1.956  -0.574
C 0.794 -4.818 2.249  -0.074
C 0.904 -3.546 1.709  -0.017
H 5.553 -1.227 0.043  0.078
H 1.113 -5.668 1.660  0.105
H -1.868 -1.537 1.834  0.075
H -3.043 -2.064 -3.550  0.037
C 0.492 -2.445 2.454  -0.214
H -3.886 -0.813 -2.629  0.029
F 3.004 4.156 1.844  0.124
H 0.199 -6.007 3.938  0.101
C -1.271 0.317 -0.828  -0.359
S 4.790 -0.195 2.135  1.103
C -1.773 -0.483 2.076  -0.090
C -4.155 0.149 0.378  -0.163
C -1.884 3.462 -2.927  -0.047
H 0.773 2.011 -3.969  0.090
H 0.761 -2.044 -1.905  0.022
C 0.167 3.464 -1.706  -0.075
H 0.781 0.544 -4.957  0.085
C 3.275 -0.163 -1.500  -0.292
F 1.369 5.110 0.539  0.118
C 4.062 -0.511 -2.544  -0.322
C 1.896 0.397 -3.152  -0.608
H -0.514 -4.038 5.263  0.105
H -2.635 -0.373 -3.800  0.024
C -2.162 2.198 -2.437  -0.029
C 3.648 -0.147 -0.088  -0.319
H 3.304 2.299 3.281  0.092
H 1.077 3.925 -1.354  0.117
Cr 0.715 0.689 -0.126  0.829
H -4.761 0.426 1.245  0.037
H -3.186 -2.457 -0.092  0.015
C -2.467 2.457 1.107  -0.132
N -0.317 -0.167 2.323  -0.152
F 0.800 4.008 2.479  0.129
C 0.283 -5.011 3.525  -0.093
H -0.351 -3.149 -2.700  0.040
C -0.117 -3.910 4.265  -0.082
C -2.220 -2.656 -0.552  -0.160
H -0.130 -0.001 3.314  0.174
N 2.815 0.558 0.747  0.026
H -0.205 0.625 -3.500  0.052

Calculated values
**Multiplicity**: 2
**Gap between HOMO and LUMO (spin up / spin down)**: 8.4 / 8.3 eV
**E_LUMO (spin up / spin down)**: 0.2 / 0.2 eV
**Energy**: -116474.9705 eV

Entry from the OMol25 dataset: C26H35FIIrN4O10S2Si as an isolated structure at a distorted geometry (ωB97M-V with the def2-TZVPD basis set).

Last column: Löwdin charge in e.
Element x y z (Å)
C 2.842 -0.629 0.562  -0.031
O 1.064 -2.571 -2.360  0.104
C -2.254 -1.036 -5.558  0.089
C -1.488 -4.284 -1.256  -0.053
C -0.342 4.117 0.200  -0.022
H -2.365 -4.091 -1.870  0.030
H 1.828 -1.025 0.495  0.042
H 3.137 -0.436 4.004  0.081
O -2.015 0.174 -2.181  -0.101
H 1.743 4.166 4.160  0.084
H 0.263 -3.008 -4.437  0.133
H 4.526 1.447 1.116  0.079
H 0.015 -3.202 1.567  0.067
C -4.078 1.036 0.474  -0.951
H 0.376 1.794 -2.244  0.084
H -1.412 3.907 0.238  0.100
C -1.284 -3.516 -0.106  -0.305
I -5.004 -2.734 -2.540  -0.508
C -0.900 3.732 4.586  -0.031
C 1.895 3.153 -0.434  -0.028
H -1.200 2.462 -1.801  0.081
C 0.384 2.917 -0.407  -0.624
C -2.467 -0.267 -4.451  -0.069
O 0.085 1.733 0.347  -0.193
C -0.135 1.394 5.015  -0.055
C 0.488 -5.532 -0.817  -0.297
H -1.873 3.367 4.256  0.094
S -0.523 -0.539 2.144  0.436
H 1.935 -1.346 3.067  0.038
H 3.546 -1.454 0.438  0.091
O 0.155 -1.088 -1.161  -0.149
H -0.176 5.004 -0.415  0.084
H 2.123 4.066 -0.988  0.084
H -0.935 3.927 5.660  0.080
H 4.588 1.249 2.877  0.078
Ir -1.538 -0.493 -0.131  1.024
O 0.101 2.506 2.848  -0.144
H 0.013 4.306 1.212  0.070
Si 0.510 1.260 1.859  -0.094
C 0.734 -4.795 0.324  -0.024
H 2.302 2.490 4.255  0.070
C -2.259 -2.465 0.268  -0.231
C -1.275 -2.032 -5.552  -0.139
O -4.179 0.767 -5.562  0.043
C -1.753 -0.481 -3.204  -0.275
H -2.447 -2.431 1.340  0.037
C -0.611 -5.299 -1.614  -0.020
F 1.359 -6.526 -1.154  0.018
N -3.155 0.318 0.538  -0.136
C -0.159 -3.798 0.679  -0.056
O -1.746 -2.596 -7.717  0.058
H -0.204 1.593 6.086  0.083
H 2.387 2.310 -0.922  0.080
N -3.438 0.805 -4.587  -0.335
H 5.231 -0.026 1.818  0.082
O -3.432 1.713 -3.787  0.104
H -1.072 0.963 4.666  0.069
C 4.445 0.725 1.930  -0.037
O -0.116 -3.602 -6.743  0.050
C 1.557 3.195 4.625  -0.030
H 1.616 -4.998 0.919  0.108
H -0.684 4.664 4.061  0.081
N -1.032 -2.793 -6.746  -0.363
H -3.178 -2.584 -0.303  -0.048
H 2.986 0.076 -0.260  0.082
C 0.162 2.686 4.257  -0.650
H 0.059 3.530 -2.455  0.089
C 2.943 -0.933 3.050  -0.043
C 3.067 0.067 1.902  -0.650
C -0.510 -2.255 -4.432  0.098
N 0.181 -1.757 -2.222  -0.280
H 2.288 3.244 0.579  0.078
C -0.129 2.664 -1.818  -0.026
S -5.359 2.004 0.491  0.448
H 1.655 3.295 5.709  0.081
O 2.137 1.134 2.091  -0.157
H 0.651 0.656 4.839  0.072
C -0.711 -1.501 -3.284  -0.056
H -2.831 -0.854 -6.451  0.132
H -0.770 -5.891 -2.507  0.115
H 3.661 -1.747 2.927  0.083

Calculated values
**Relative energy (zero: lowest compared OMol25 entry of this formula, charge and spin)**: 1.2647 eV
**Total charge**: -2
**Gap between HOMO and LUMO**: 5.0 eV
**E_LUMO**: 3.0 eV
**Energy**: -97172.2119 eV

Entry from the OMol25 dataset: C26H35GeNO5S3Y as an isolated structure (ωB97M-V with the def2-TZVPD basis set).

Last column: Löwdin charge in e.
Element x y z (Å)
H 3.190 4.223 -2.641  0.102
H -0.182 -2.625 3.775  0.070
C 0.657 3.380 -4.729  -0.094
H -4.819 3.835 0.667  0.104
H -2.900 -3.979 3.085  0.089
O -0.731 1.139 2.228  -0.073
C 1.793 4.012 -4.257  -0.097
C -2.406 5.439 2.421  -0.052
C -0.616 2.201 1.564  -0.678
H 0.585 -2.979 -4.033  0.092
C -3.090 -1.333 2.415  -0.043
C -0.864 -3.870 -1.838  -0.038
O -1.037 -1.814 1.314  -0.453
C 1.637 -4.037 -1.763  -0.060
H 2.846 0.423 2.876  0.094
C -1.846 -2.214 2.442  -0.685
H -1.687 -2.212 4.597  0.092
H 3.354 -2.039 2.597  0.089
C 3.122 -0.440 -0.455  -0.017
C -2.236 -3.674 2.275  -0.050
H -0.272 -1.622 -3.298  0.029
H -3.598 -1.433 1.453  0.084
C 0.443 -3.090 -1.884  -0.687
C 2.804 -0.671 1.016  -0.670
H -3.788 -1.625 3.201  0.093
S -2.294 -0.443 -2.060  0.523
H 0.248 3.632 -5.697  0.106
H -4.406 5.969 1.852  0.107
H 2.507 0.361 -0.875  0.062
H 1.498 -1.727 -3.180  0.088
H -2.758 -3.820 1.328  0.090
H 2.569 -3.471 -1.711  0.076
N -0.121 1.098 -2.002  -0.093
C -2.876 3.032 1.092  -0.581
H 4.166 -0.141 -0.570  0.098
O 0.472 -2.148 -0.789  -0.420
Ge 0.655 -2.720 0.988  1.028
O 1.398 -0.947 1.182  -0.439
H -0.951 -4.416 -0.895  0.074
H -2.226 6.374 2.935  0.109
O 0.190 2.285 0.597  -0.061
H 1.568 -4.678 -0.881  0.060
H 2.276 4.763 -4.867  0.100
H -1.363 -4.330 2.299  0.060
S -1.387 1.494 -4.214  1.042
H 3.492 -2.740 0.973  0.063
C 0.569 -2.301 -3.179  -0.033
C 3.628 -1.831 1.563  -0.061
C -1.401 4.477 2.371  -0.007
C 2.311 3.702 -2.998  -0.083
H 4.129 0.880 1.740  0.090
C 0.054 2.421 -3.924  -0.469
H -0.911 -4.599 -2.649  0.091
H -1.709 -3.189 -1.928  0.046
H -2.815 -0.289 2.569  0.055
C -1.065 -1.983 3.729  -0.035
C 0.583 2.088 -2.669  -0.305
C -1.187 0.707 -2.668  -1.154
S -3.152 1.544 0.283  0.823
Y -0.393 0.017 0.187  1.448
H 2.464 1.418 1.466  0.070
C -1.634 3.286 1.717  -0.146
C 1.715 2.748 -2.196  -0.026
H -0.444 4.662 2.840  0.125
C -3.635 5.212 1.810  -0.072
H 1.688 -4.686 -2.639  0.090
H 4.689 -1.577 1.532  0.092
H 2.094 2.536 -1.206  0.094
H -0.748 -0.942 3.789  0.081
C 3.080 0.592 1.825  -0.022
C -3.870 4.023 1.151  -0.091
H 2.946 -1.335 -1.048  0.065

Calculated values
**Relative energy (zero: lowest compared OMol25 entry of this formula, charge and spin)**: 0.0000 eV
**Multiplicity**: 2
**Gap between HOMO and LUMO (spin up / spin down)**: 8.2 / 5.2 eV
**E_LUMO (spin up / spin down)**: 0.6 / -2.4 eV
**Energy**: -129330.5055 eV